# C53H44FKN6O6P2SSi

A structure of composition C53H44FKN6O6P2SSi (ωB97M-V/def2-TZVPD, the OMol25 dataset).

Positions of all 115 atoms, in Å:
K -0.607 -0.908 0.117
C -3.000 2.378 -2.924
Si -1.845 2.079 -1.381
C -0.105 2.427 -2.183
C 0.647 3.606 -2.038
C 1.928 3.734 -2.551
C 2.517 2.686 -3.253
C 1.806 1.513 -3.434
C 0.518 1.376 -2.908
P -0.503 -0.137 -3.059
C 0.738 -1.572 -3.239
C 1.972 -2.553 -5.139
C 3.221 -2.747 -4.731
C 3.861 -2.144 -3.567
C 3.291 -1.564 -2.512
C 1.837 -1.454 -2.118
C -1.170 0.035 -4.783
C -0.532 0.788 -5.764
C -1.080 0.919 -7.036
C -2.282 0.298 -7.342
C -2.931 -0.450 -6.369
C -2.379 -0.578 -5.103
C -2.187 3.679 -0.334
C -2.760 4.858 -0.833
C -3.103 5.924 -0.012
C -2.880 5.835 1.357
C -2.304 4.689 1.888
C -1.952 3.616 1.066
P -1.173 2.034 1.658
C -1.137 2.332 3.488
C -2.361 2.313 4.160
C -2.434 2.444 5.536
C -1.270 2.567 6.286
C -0.044 2.555 5.639
C 0.019 2.442 4.253
C 0.607 2.470 1.268
C 1.060 3.787 1.365
C 2.379 4.126 1.101
C 3.285 3.147 0.711
C 2.859 1.833 0.607
C 1.541 1.500 0.893
H -2.501 2.857 -3.775
H -3.841 3.013 -2.623
H -3.430 1.442 -3.290
H 0.215 4.436 -1.488
H 2.482 4.653 -2.392
H 3.524 2.779 -3.644
H 2.262 0.690 -3.977
H 1.595 -3.000 -6.050
H 3.815 -3.402 -5.358
H 4.947 -2.183 -3.570
H 3.946 -1.180 -1.740
H 1.740 -0.460 -1.659
H 0.396 1.296 -5.535
H -0.566 1.514 -7.782
H -2.713 0.400 -8.332
H -3.872 -0.938 -6.594
H -2.880 -1.176 -4.354
H -2.942 4.939 -1.900
H -3.542 6.822 -0.435
H -3.147 6.657 2.012
H -2.121 4.638 2.956
H -3.274 2.174 3.590
H -3.398 2.418 6.028
H -1.319 2.650 7.365
H 0.873 2.626 6.212
H 0.988 2.427 3.769
H 0.362 4.566 1.649
H 2.695 5.160 1.184
H 4.312 3.407 0.480
H 3.541 1.046 0.304
H 1.282 0.453 0.827
N 1.511 -8.603 -2.864
C 1.088 -7.257 -2.816
C -0.260 -6.932 -2.904
C -0.665 -5.605 -2.887
C 0.264 -4.579 -2.762
C 1.610 -4.905 -2.678
C 2.019 -6.228 -2.721
S -0.496 -2.938 -2.673
O -1.474 -3.001 -3.826
O 1.049 -1.723 -4.596
N 1.414 -2.472 -1.171
C 2.031 -2.698 -0.037
N 1.545 -3.765 0.700
C 2.249 -4.125 1.748
C 3.392 -3.462 2.196
C 3.707 -2.313 1.491
N 3.068 -1.907 0.405
H 0.806 -9.248 -2.539
H 2.376 -8.760 -2.368
H -1.000 -7.722 -2.977
H -1.716 -5.363 -2.978
H 2.347 -4.129 -2.550
H 3.076 -6.464 -2.653
H 1.866 -4.979 2.306
H 3.930 -3.771 3.080
H 4.518 -1.671 1.831
F -3.276 -5.314 2.303
C -2.302 -5.070 3.195
C -1.559 -3.964 3.139
N -0.553 -3.686 4.029
C 0.203 -2.426 3.893
C -0.718 -1.235 3.597
O -1.560 -0.961 4.457
O -0.498 -0.661 2.487
C -0.256 -4.553 5.051
O 0.630 -4.388 5.866
N -1.057 -5.687 5.085
C -2.093 -6.054 4.237
O -2.715 -7.088 4.397
H -1.727 -3.220 2.372
H 0.943 -2.542 3.106
H 0.700 -2.274 4.847
H -0.847 -6.331 5.833

The value obtained for the relative energy (zero: lowest compared OMol25 entry of this formula, charge and spin) is 87.8 kcal per mole. Its HOMO-LUMO gap is 0.1790 hartree. The HOMO energy comes out at -0.037 hartree. The charge is -2.

Löwdin population analysis, charges in e, atoms 1 to 2:
1 K 0.5802
2 C -0.2737